# 1
Here is an isolated molecule of C4H5NO2 from the Open Molecules 2025 dataset. Energies are from the ωB97M-V functional and the def2-TZVPD basis.

Last column: Mulliken charge in e.
CARTESIAN COORDINATES (ANGSTROEM)
O (1.929, -1.228, -0.193)  -0.454
C (1.420, -0.147, -0.149)  0.257
C (-0.103, 0.400, -0.916)  -0.325
C (-0.809, -0.805, -0.380)  -0.275
N (-0.427, -0.564, 1.044)  -0.491
C (-0.442, 0.710, 1.155)  0.064
O (-0.458, 1.428, 0.014)  -0.351
H (1.819, 0.670, 0.490)  0.315
H (-0.310, 0.816, -1.921)  0.349
H (-1.901, -0.855, -0.377)  0.275
H (-0.390, -1.709, -0.830)  0.278
H (-0.330, 1.285, 2.063)  0.358

Computed properties:
Gap between HOMO and LUMO: 10.34 eV
SMILES: O=C[C@H]1CN=CO1

***

# 2
Here is a cluster of 2 separate species, C4H5NO2 in total from the Open Molecules 2025 dataset. Energies are from the ωB97M-V functional and the def2-TZVPD basis.

Last column: Mulliken charge in e.
CARTESIAN COORDINATES (ANGSTROEM)
C (-1.254, -0.006, -0.071)  -0.096
C (-0.065, 0.116, -0.170)  0.818
C (2.264, 0.919, -0.155)  0.292
C (-2.684, -0.131, 0.037)  -1.308
N (1.246, 0.092, -0.157)  -0.129
O (3.485, 0.668, -0.018)  -0.581
O (1.654, -1.697, 0.334)  -0.462
H (1.827, 1.970, -0.428)  0.273
H (-3.076, -1.131, -0.579)  0.262
H (-2.942, -0.217, 1.027)  0.310
H (-3.017, 0.828, -0.374)  0.298
H (2.562, -1.410, 0.554)  0.322

Computed properties:
Gap between HOMO and LUMO (alpha / beta): 7.80 / 7.78 eV

***

# 3
Here is an isolated molecule of C4H5NO2 from the Open Molecules 2025 dataset. Energies are from the ωB97M-V functional and the def2-TZVPD basis.

Last column: Mulliken charge in e.
CARTESIAN COORDINATES (ANGSTROEM)
O (-2.679, 0.515, 0.149)  -0.452
C (-1.687, -0.168, 0.130)  -0.181
C (-0.397, 0.240, -0.549)  0.438
C (0.586, 0.872, 0.480)  -0.585
N (1.670, -0.103, 0.605)  -0.475
C (1.407, -1.026, -0.216)  0.052
O (0.285, -0.950, -0.977)  -0.397
H (-1.620, -1.140, 0.663)  0.323
H (-0.605, 0.869, -1.418)  0.306
H (0.981, 1.834, 0.140)  0.284
H (0.116, 1.035, 1.456)  0.294
H (2.008, -1.913, -0.390)  0.393

Computed properties:
Gap between HOMO and LUMO: 10.71 eV
SMILES: O=C[C@H]1CN=CO1

***

# 4
Here is an isolated molecule of C4H5NO2 from the Open Molecules 2025 dataset. Energies are from the ωB97M-V functional and the def2-TZVPD basis.

Last column: Mulliken charge in e.
CARTESIAN COORDINATES (ANGSTROEM)
O (2.177, -0.931, 1.021)  -0.588
C (1.148, -0.501, 0.550)  0.174
N (-0.007, -0.214, 1.242)  -0.171
C (-1.057, 0.390, 0.437)  -0.566
C (-0.480, 0.378, -0.971)  -0.148
O (0.675, 1.186, -1.152)  -0.413
C (0.856, -0.206, -0.909)  0.056
H (-0.222, -0.789, 2.040)  0.258
H (-1.273, 1.410, 0.778)  0.235
H (-1.983, -0.194, 0.472)  0.316
H (-1.138, 0.301, -1.832)  0.432
H (1.305, -0.830, -1.676)  0.414

Computed properties:
Gap between HOMO and LUMO: 10.51 eV
SMILES: O=C1NC[C@H]2O[C@@H]12

***

# 5
Here is an isolated molecule of C4H5NO2 from the Open Molecules 2025 dataset. Energies are from the ωB97M-V functional and the def2-TZVPD basis.

Last column: Mulliken charge in e.
CARTESIAN COORDINATES (ANGSTROEM)
C (0.332, 1.011, -0.082)  0.386
C (-0.862, 1.667, -0.011)  -0.964
C (-2.084, -0.350, -0.141)  0.775
C (1.381, -1.217, 0.010)  -0.802
N (0.292, -0.282, -0.163)  -0.474
O (-2.441, -1.454, -0.026)  -0.324
O (-2.033, 0.829, -0.003)  -0.205
H (1.339, 1.447, -0.057)  0.434
H (-1.214, 2.572, 0.349)  0.374
H (2.242, -1.040, -0.783)  0.239
H (2.001, -0.968, 0.993)  0.267
H (1.047, -2.216, -0.086)  0.294

Computed properties:
Gap between HOMO and LUMO: 7.74 eV

***

# 6
Here is a structure of composition C4H5NO2 from the Open Molecules 2025 dataset. Energies are from the ωB97M-V functional and the def2-TZVPD basis.

Last column: Mulliken charge in e.
CARTESIAN COORDINATES (ANGSTROEM)
O (0.047, 1.485, -0.536)  -0.386
C (0.927, 0.795, 0.236)  -0.533
C (0.872, -0.616, -0.165)  0.058
C (-0.149, -0.413, 0.931)  -0.619
N (-1.423, -0.047, 0.286)  -0.547
C (-0.826, 0.389, -0.943)  0.316
O (0.118, -0.606, -1.347)  -0.440
H (1.541, 1.312, 0.956)  0.430
H (1.668, -1.339, -0.125)  0.431
H (-1.198, -1.193, 0.468)  0.357
H (-0.106, -0.465, 2.001)  0.514
H (-1.472, 0.699, -1.761)  0.418

Computed properties:
Gap between HOMO and LUMO: 9.38 eV

***

E for the records above, in order: -9811.3616, -9808.1144, -9813.0861, -9813.0023, -9809.7366, -9809.5434 eV
Energy relative to the best compared isomer or geometry (same formula, charge and spin) for the records above, in order: 284.9, 598.3, 118.6, 126.6, 441.7, 460.4 kJ/mol